Here is a molecular structure, C17H44FI2N7O4P2S at a distorted geometry from the Open Molecules 2025 dataset. Energies are from the ωB97M-V functional and the def2-TZVPD basis.

Geometry (Å):
I -2.842 -4.592 -1.359
I -4.655 -6.901 0.844
S -0.614 -3.088 0.713
P 1.029 2.846 3.640
P -1.370 1.000 -4.545
F -1.928 -2.229 0.848
O 0.280 -2.572 1.682
O -0.139 2.798 4.608
O -0.077 -2.889 -0.579
O -2.688 0.249 -4.606
N 2.259 2.564 4.833
N -0.104 2.187 -4.460
N -0.832 -4.718 0.986
N -0.935 0.476 -2.952
N 2.274 3.299 2.516
N 0.641 1.469 2.713
N -0.555 0.164 -5.792
C 2.108 3.385 6.031
C 1.857 3.708 1.176
C -0.618 -4.745 3.442
C -3.206 -5.457 1.627
C -2.021 0.585 -1.984
C 2.663 1.224 5.207
C 1.468 0.319 2.424
C -0.639 1.439 2.024
C -2.101 -5.350 0.542
C -3.998 -4.171 1.910
C -0.309 -5.190 2.240
C 0.724 -0.503 -5.735
C 3.681 3.541 2.801
C -0.206 -0.759 -2.725
C -1.137 0.177 -7.125
C 0.672 2.570 -3.289
C 0.073 3.072 -5.609
H -0.794 3.036 -6.269
H -1.112 0.455 2.100
H 2.366 4.616 0.846
H -1.618 0.623 -0.967
H 0.631 -1.500 -5.293
H 2.504 0.592 2.196
H 1.107 -0.223 1.549
H 3.169 0.719 4.383
H -0.715 -1.628 -3.165
H 0.422 -5.996 2.173
H 0.952 2.774 -6.191
H 1.462 -0.391 3.256
H 3.828 4.124 3.707
H -1.621 -4.410 3.696
H 2.061 2.912 0.451
H 0.193 4.115 -5.312
H -2.859 -5.907 2.554
H -2.722 -0.256 -2.051
H -4.996 -4.438 2.261
H 1.146 -0.637 -6.733
H 4.158 4.106 1.996
H 1.457 1.837 -3.091
H 0.811 -0.695 -3.118
H 0.056 2.679 -2.399
H 1.364 2.974 6.722
H 1.798 4.398 5.769
H -1.336 2.161 2.452
H -0.517 1.686 0.961
H 1.815 0.611 5.544
H 3.401 1.259 6.012
H 1.164 3.535 -3.437
H -0.082 -0.941 -1.662
H -0.631 0.912 -7.766
H -3.503 -3.554 2.673
H -4.142 -3.529 1.037
H -2.587 1.506 -2.138
H 0.173 -4.742 4.186
H 3.065 3.467 6.555
H 4.223 2.597 2.893
H 1.469 0.066 -5.170
H -1.840 -6.383 0.290
H -2.194 0.443 -7.091
H -1.070 -0.805 -7.602
H 0.789 3.923 1.147

The LUMO energy is -0.33 eV. As for the total charge: 0.

***

Here is 2 unconnected molecules or ions with the total composition C3H4N3O at a distorted geometry from the Open Molecules 2025 dataset. Energies are from the ωB97M-V functional and the def2-TZVPD basis.

Geometry (Å):
O 0.376 1.709 -1.038
N 0.209 -0.795 -1.055
N -1.505 1.345 0.322
N 0.856 0.000 1.125
C -0.563 1.706 -0.311
C 0.658 -0.849 0.129
C 0.859 -1.283 1.498
H -2.443 1.710 0.082
H 0.123 -1.717 -1.510
H 0.170 0.116 -1.505
H 1.260 -1.944 2.263

The LUMO energy is -5.48 eV. The energy above the lowest of the compared OMol25 structures with the same formula, charge and spin comes out at 14.2 kcal per mole. As for the total charge: +1.

***

Here is a single C5H6O2 molecule from the Open Molecules 2025 dataset. Energies are from the ωB97M-V functional and the def2-TZVPD basis.

Geometry (Å):
O 2.836 0.755 -0.931
O -3.502 -0.444 -0.647
C 0.892 0.588 0.529
C -0.282 0.442 0.756
C -1.540 -0.290 0.698
C -2.417 0.060 -0.486
C 2.205 0.070 0.117
H -1.216 -1.322 0.513
H -1.983 0.752 -1.238
H 2.896 0.016 0.957
H -2.123 -0.310 1.618
H 2.260 0.648 -1.707
H 1.973 -0.965 -0.178

Its SMILES is O=CCC#CCO. The LUMO energy is 0.61 eV. The energy above the lowest of the compared OMol25 structures with the same formula, charge and spin comes out at 70.0 kcal per mole. As for the total charge: 0.

***

Here is 12 unconnected molecules or ions with the total composition C54H117N3O9 at a distorted geometry from the Open Molecules 2025 dataset. Energies are from the ωB97M-V functional and the def2-TZVPD basis.

Geometry (Å):
O -13.936 -5.955 -26.707
O -11.797 -11.039 -21.221
O -10.747 -6.802 -30.961
O -13.441 -11.580 -25.995
O -10.615 -3.181 -24.704
O -7.638 -9.391 -22.211
O -10.818 -6.886 -21.840
O -9.774 -8.129 -26.823
O -7.426 -13.305 -23.850
N -5.951 -3.989 -25.553
N -5.318 -9.858 -29.144
N -11.909 -11.359 -30.460
C -12.255 -9.525 -32.077
C -10.474 -10.975 -21.770
C -4.827 -4.135 -26.485
C -6.338 -9.855 -28.097
C -7.267 -14.146 -26.025
C -5.142 -5.830 -23.999
C -10.456 -5.519 -31.500
C -5.515 -8.706 -21.479
C -5.228 -5.058 -27.632
C -5.806 -1.515 -25.354
C -10.045 -6.946 -29.741
C -9.707 -12.158 -21.162
C -12.965 -6.987 -26.829
C -10.340 -8.905 -24.711
C -5.316 -7.760 -30.346
C -13.699 -10.693 -23.809
C -6.262 -5.230 -24.862
C -15.221 -6.581 -26.794
C -10.132 -10.124 -25.580
C -7.151 -14.504 -24.564
C -10.811 -12.973 -20.494
C -13.540 -7.902 -27.874
C -9.428 -4.118 -26.470
C -8.978 -5.317 -31.164
C -4.897 -11.227 -29.415
C -13.249 -11.622 -29.994
C -13.420 -12.704 -25.122
C -6.522 -7.602 -21.235
C -10.888 -11.963 -29.627
C -8.321 -13.048 -26.058
C -3.740 -11.307 -30.421
C -10.079 -9.502 -26.992
C -12.938 -5.843 -22.157
C -9.389 -3.035 -25.423
C -7.613 -7.968 -22.251
C -13.086 -12.117 -23.752
C -5.715 -2.868 -24.650
C -14.978 -8.000 -27.370
C -11.791 -7.726 -21.254
C -13.047 -6.892 -21.043
C -11.618 -3.747 -25.584
C -9.554 -7.823 -25.439
C -10.866 -3.953 -26.898
C -5.847 -9.193 -30.359
C -5.717 -10.106 -26.715
C -11.774 -11.879 -20.062
C -11.460 -5.894 -22.623
C -9.467 -11.821 -30.159
C -6.390 -9.922 -21.797
C -13.689 -13.082 -30.057
C -8.801 -6.060 -29.825
C -14.006 -10.468 -25.301
C -8.312 -12.492 -24.610
C -11.702 -9.935 -30.724
H -12.779 -7.390 -25.823
H -6.194 -14.890 -24.214
H -6.190 -4.711 -28.022
H -14.703 -13.188 -29.672
H -6.465 -2.896 -23.852
H -4.226 -7.743 -30.312
H -8.320 -5.718 -31.934
H -8.039 -12.265 -26.763
H -11.130 -4.789 -31.037
H -6.511 -10.572 -20.930
H -4.885 -8.887 -20.601
H -5.728 -11.841 -29.792
H -6.946 -7.669 -20.230
H -5.565 -9.698 -31.281
H -15.692 -6.664 -25.807
H -11.929 -4.719 -25.198
H -9.138 -10.554 -25.411
H -5.342 -6.105 -27.350
H -12.067 -8.563 -21.913
H -3.023 -10.508 -30.233
H -6.941 -9.150 -30.324
H -10.986 -3.098 -27.576
H -13.978 -11.024 -30.543
H -9.177 -12.732 -21.921
H -7.073 -10.668 -28.220
H -10.032 -9.019 -23.670
H -6.390 -9.837 -25.898
H -13.624 -13.537 -31.046
H -8.599 -7.556 -22.039
H -13.247 -4.840 -21.876
H -5.518 -11.174 -26.609
H -9.447 -11.923 -31.246
H -9.866 -7.978 -29.449
H -8.711 -4.264 -31.053
H -4.572 -5.022 -28.505
H -13.057 -13.689 -29.403
H -5.562 -6.647 -23.405
H -10.711 -6.551 -28.960
H -11.384 -6.206 -23.670
H -9.369 -2.031 -25.864
H -12.706 -13.408 -25.546
H -13.079 -8.895 -27.854
H -9.286 -5.104 -26.033
H -5.918 -10.471 -22.617
H -4.762 -2.948 -24.103
H -4.772 -9.575 -26.591
H -8.708 -5.347 -29.007
H -8.981 -11.819 -20.424
H -13.082 -6.420 -20.059
H -6.323 -13.742 -26.397
H -10.606 -11.018 -22.854
H -12.011 -11.963 -23.673
H -8.496 -3.131 -24.804
H -4.647 -5.151 -23.308
H -13.561 -9.600 -25.770
H -12.472 -3.099 -25.774
H -13.468 -12.670 -22.899
H -11.030 -9.612 -27.522
H -15.870 -5.951 -27.402
H -5.880 -0.704 -24.632
H -8.754 -3.909 -27.299
H -10.983 -4.926 -22.483
H -5.691 -7.276 -29.444
H -10.408 -13.519 -19.636
H -15.095 -10.496 -25.430
H -11.094 -13.018 -29.447
H -9.883 -6.839 -25.113
H -13.499 -7.554 -28.905
H -13.553 -6.160 -23.004
H -11.403 -8.650 -24.773
H -4.630 -3.172 -26.950
H -11.220 -4.729 -27.582
H -11.894 -10.190 -32.862
H -13.941 -7.505 -21.138
H -6.898 -8.918 -28.060
H -4.096 -11.226 -31.450
H -10.880 -10.911 -25.499
H -9.318 -13.382 -26.345
H -7.327 -7.649 -23.262
H -12.116 -9.379 -29.870
H -10.948 -11.507 -28.621
H -4.763 -8.464 -22.234
H -11.999 -6.568 -27.115
H -10.015 -10.004 -21.573
H -10.641 -5.571 -32.571
H -13.366 -11.326 -28.933
H -9.325 -10.015 -27.597
H -4.424 -6.333 -24.649
H -15.055 -8.737 -26.577
H -8.823 -12.606 -29.756
H -14.612 -10.650 -23.218
H -7.226 -5.142 -24.352
H -10.646 -9.669 -30.785
H -11.905 -8.531 -32.356
H -12.801 -12.229 -19.932
H -5.569 -7.167 -31.229
H -7.518 -15.024 -26.622
H -3.931 -4.507 -25.973
H -12.969 -9.975 -23.440
H -7.929 -11.470 -24.602
H -14.411 -13.178 -25.149
H -7.876 -15.291 -24.301
H -8.991 -10.876 -29.890
H -8.478 -7.922 -25.244
H -6.174 -6.573 -21.331
H -11.342 -8.200 -20.382
H -9.323 -12.476 -24.197
H -3.248 -12.277 -30.358
H -11.520 -11.285 -19.178
H -15.715 -8.236 -28.137
H -11.310 -13.698 -21.134
H -4.467 -11.665 -28.513
H -6.511 -6.001 -25.599
H -4.867 -1.336 -25.886
H -7.882 -6.647 -29.779
H -6.594 -1.501 -26.104
H -13.346 -9.505 -32.071

Its SMILES is CCN(CC)CC.CCN(CC)CC.CCN(CC)CC.C1CCOC1.C1CCOC1.C1CCOC1.C1CCOC1.C1CCOC1.C1CCOC1.C1CCOC1.C1CCOC1.C1CCOC1. The LUMO energy is 0.67 eV. The energy above the lowest of the compared OMol25 structures with the same formula, charge and spin comes out at 0.0 kcal per mole. As for the total charge: 0.

***

Here is a molecular structure, C26H19FN4O7V from the Open Molecules 2025 dataset. Energies are from the ωB97M-V functional and the def2-TZVPD basis.

Geometry (Å):
V 0.070 -0.011 0.003
F 1.129 -5.867 -3.183
O -0.386 1.010 -1.421
O -0.622 -3.143 2.459
O 0.234 -0.822 3.952
O 0.970 -1.507 -0.881
O 1.739 0.673 0.424
O 3.834 1.323 0.094
O -1.294 1.580 -2.104
N -0.434 1.524 1.425
N 4.911 -2.132 -1.792
N -1.570 -1.401 -0.444
N -0.201 -0.998 1.679
C 2.214 -1.672 -1.139
C 5.781 -4.508 -3.193
C -2.759 -3.784 -1.170
C 2.035 -4.947 -2.835
C 4.344 -4.269 -2.833
C 7.157 -1.072 -2.143
C 1.636 -3.818 -2.184
C -0.438 3.790 2.116
C -0.092 1.157 2.664
C 3.963 -3.092 -2.154
C 3.370 -5.180 -3.167
C 3.218 -0.766 -0.795
C -2.043 -3.695 0.015
C 2.964 0.506 -0.060
C 2.612 -2.873 -1.836
C 0.036 -0.328 2.878
C 0.104 2.064 3.683
C -1.471 -2.482 0.337
C -0.075 3.410 3.399
C -2.247 -1.487 -1.590
C -0.701 -2.289 1.620
C -0.596 2.816 1.144
C 4.526 -1.042 -1.147
C 6.514 -3.187 -3.330
C 6.371 -2.369 -2.057
C -2.868 -2.663 -1.979
H 7.261 -0.561 -1.188
H 6.729 -2.962 -1.211
H -0.855 3.066 0.123
H 6.128 -2.612 -4.176
H 5.280 -0.320 -0.874
H 6.255 -5.110 -2.411
H 0.069 4.156 4.168
H -2.289 -0.597 -2.203
H 6.713 -0.387 -2.868
H -1.920 -4.525 0.697
H 3.622 -6.089 -3.697
H -0.589 4.828 1.857
H 0.384 1.699 4.661
H 8.163 -1.312 -2.482
H -3.227 -4.715 -1.460
H 7.575 -3.354 -3.508
H -3.421 -2.690 -2.907
H 0.599 -3.647 -1.937
H 5.838 -5.090 -4.112

The LUMO energy (spin up / spin down) is -4.57 / -4.86 eV. Its multiplicity is 3. As for the total charge: +1.

***

Here is 2 unconnected molecules or ions with the total composition CH5NO2 at a distorted geometry from the Open Molecules 2025 dataset. Energies are from the ωB97M-V functional and the def2-TZVPD basis.

Geometry (Å):
O -0.219 -1.394 1.091
O -1.567 1.637 -0.426
N 0.988 -0.051 -0.283
C 0.828 -1.222 0.481
H -1.745 0.846 -1.074
H -1.902 1.292 0.419
H 1.943 0.305 -0.347
H 0.150 0.622 -0.221
H 1.525 -2.034 0.359

Its SMILES is NC=O.O. The LUMO energy is 0.85 eV. The energy above the lowest of the compared OMol25 structures with the same formula, charge and spin comes out at 14.5 kcal per mole. As for the total charge: 0.

***

Here is a molecular structure, C60H51Br2GeN9SeV at a distorted geometry from the Open Molecules 2025 dataset. Energies are from the ωB97M-V functional and the def2-TZVPD basis.

Geometry (Å):
Br -0.320 6.035 3.918
Br 5.668 4.050 -0.699
Se 3.181 -1.415 0.756
Ge -2.726 0.068 -0.612
V -0.189 0.719 -0.134
N -0.316 1.180 -2.160
N 1.214 2.393 -8.968
N -2.650 3.035 -1.535
N 0.230 -1.094 -0.919
N 0.335 -0.055 1.870
N 1.720 1.688 -0.419
N 1.052 -3.395 -2.259
N -0.445 2.597 0.837
N -1.754 5.672 -1.471
C 3.765 -4.701 3.329
C 4.978 -3.653 1.068
C -0.473 1.046 3.917
C 2.761 1.203 -1.109
C 1.846 1.239 3.287
C -4.218 0.938 1.853
C -2.645 -4.112 -1.523
C 0.687 1.227 -8.585
C -2.685 -4.766 -0.330
C 2.012 -2.925 3.360
C 5.668 -3.144 -0.173
C -2.635 -3.982 3.312
C -0.241 1.853 5.025
C 0.528 0.423 -4.270
C 0.544 1.900 -6.301
C -3.402 4.008 -1.041
C 5.477 -4.797 1.697
C 0.567 0.753 3.052
C -1.558 3.979 2.441
C -6.572 1.430 1.897
C 1.032 2.359 5.266
C 4.895 -5.333 2.831
C 0.344 0.934 -7.273
C -1.023 4.692 -2.001
C 3.026 3.593 0.163
C 0.675 3.318 1.022
C -1.472 3.382 -2.035
C 0.934 -2.203 -2.885
C 3.235 -3.555 2.737
C -2.651 -2.617 0.835
C -2.682 -1.924 -0.423
C -2.651 -2.692 -1.562
C 1.868 2.863 0.230
C -2.522 -2.570 3.273
C -3.368 0.209 -2.458
C 0.228 1.632 -4.871
C 3.970 1.868 -1.209
C 1.076 3.121 -6.687
C -0.396 2.589 -4.085
C 1.399 3.317 -8.021
C 0.516 -1.074 -2.241
C -2.954 5.326 -1.012
C -2.522 -1.921 2.073
C 0.764 -3.414 -0.989
C -5.359 1.303 2.559
C -2.694 -4.688 2.148
C 5.469 -6.558 3.512
C -2.684 -4.031 0.885
C 2.073 2.041 4.399
C 0.369 -2.251 -0.295
C 4.089 3.083 -0.578
C -0.392 4.677 2.650
C 0.257 0.226 -2.928
C -1.535 2.943 1.527
C -6.630 1.194 0.531
C -5.483 0.826 -0.166
C 0.743 4.355 1.918
C -0.675 2.340 -2.758
C 3.853 -3.015 1.596
C -4.244 0.681 0.478
H 0.852 -4.352 -0.455
H 4.995 -3.172 -1.034
H -0.100 -0.025 -7.028
H 6.398 -6.874 3.038
H -2.640 -2.221 -2.539
H -2.658 -4.495 4.265
H -0.728 3.523 -4.523
H 1.245 -0.593 1.659
H -3.799 1.194 -2.637
H 1.192 -2.854 2.638
H 4.772 -7.399 3.474
H 3.280 -5.106 4.215
H 0.087 -2.322 0.740
H 1.171 -2.183 -3.941
H 0.532 0.491 -9.366
H -2.704 -5.850 -0.290
H -0.046 4.957 -2.396
H 4.790 1.423 -1.755
H -2.468 4.212 2.977
H -0.371 -0.760 2.086
H -2.565 0.056 -3.186
H 5.678 -6.360 4.565
H -1.464 0.637 3.733
H -2.737 -5.772 2.168
H -2.423 2.362 1.333
H -1.055 2.080 5.703
H -2.438 -2.012 4.198
H -2.620 -4.673 -2.451
H 1.008 -0.360 -4.842
H 1.259 3.906 -5.963
H -7.572 1.290 0.003
H 3.119 4.545 0.665
H 1.215 2.980 6.135
H -2.422 -0.844 2.046
H -3.575 6.116 -0.604
H 5.978 -2.104 -0.055
H -5.301 1.474 3.627
H -5.567 0.647 -1.232
H 1.832 4.257 -8.343
H 1.666 4.888 2.084
H 2.221 -1.907 3.707
H 1.661 -3.514 4.208
H 3.075 2.402 4.596
H 6.548 -3.749 -0.399
H 2.655 0.959 2.620
H -3.293 0.851 2.415
H -4.123 -0.556 -2.632
H -7.465 1.711 2.442
H 2.643 0.232 -1.568
H 6.354 -5.282 1.275
H -4.373 3.725 -0.644

The LUMO energy (spin up / spin down) is -3.77 / -3.82 eV. Its multiplicity is 3. As for the total charge: +1.

***

Here is 2 unconnected molecules or ions with the total composition C6H13NO2 at a distorted geometry from the Open Molecules 2025 dataset. Energies are from the ωB97M-V functional and the def2-TZVPD basis.

Geometry (Å):
O 0.348 -1.097 -2.507
O -1.821 -0.483 -2.546
N 1.596 -1.132 0.673
C 1.015 1.434 -0.666
C 0.436 -0.447 0.931
C -1.190 1.438 0.531
C -0.269 -0.868 2.198
C 0.019 0.617 0.135
C -0.869 -0.903 -1.904
H 1.280 2.360 -0.146
H -0.979 2.081 1.390
H -1.492 2.079 -0.303
H -1.179 -0.309 2.420
H 0.563 1.703 -1.625
H -0.956 -1.626 -1.030
H 1.876 -1.115 -0.306
H 0.401 -0.726 3.055
H 0.230 -0.710 -3.396
H -0.542 -1.926 2.151
H -2.041 0.794 0.773
H 1.634 -2.065 1.071
H 1.939 0.901 -0.898

Its SMILES is CC(C)=C(C)N.O=CO. The LUMO energy is 0.78 eV. The energy above the lowest of the compared OMol25 structures with the same formula, charge and spin comes out at 35.9 kcal per mole. As for the total charge: 0.